Entry 1:
The following is a quantum chemistry calculation of a cluster of 12 separate species, C42H84O18S6 in total in a non-equilibrium geometry, from the OMol25 dataset.

As for the SMILES: O=S1(=O)CCCC1.O=S1(=O)CCCC1.O=S1(=O)CCCC1.O=S1(=O)CCCC1.O=S1(=O)CCCC1.O=S1(=O)CCCC1.CC(C)=O.CC(C)=O.CC(C)=O.CC(C)=O.CC(C)=O.CC(C)=O. The charge is 0. For the total energy, the calculation gives -5394.09915 a.u. Its maximum force is 1.7 eV Å⁻¹. The value obtained for the energy relative to the best compared isomer or geometry (same formula, charge and spin) is 4.3 kcal/mol. The HOMO-LUMO gap is 9.30 eV. The spin multiplicity is 1.

XYZ file:
```
150
Properties=species:S:1:pos:R:3:forces:R:3
S 1.6611 1.6161 -3.5249 0.46 -0.26 0.87
S 1.8239 3.8435 5.8873 0.69 0.35 0.01
S -3.1279 4.9215 -4.2611 0.11 -0.54 0.59
S 3.8639 -3.4442 -1.7087 -0.85 -0.36 -0.63
S -5.0336 -1.1071 0.4256 -0.36 -0.34 1.21
S 5.0392 0.0013 3.5700 0.13 -0.69 -0.94
O 4.7967 -3.7826 -0.6620 0.21 0.22 -0.04
O -1.0055 -5.3142 -3.5926 0.27 0.17 -0.15
O 0.3183 1.4997 -2.9771 0.12 -0.36 -0.22
O -4.5490 5.1760 -4.2983 0.16 0.12 -0.29
O -2.6073 -5.0444 1.4386 0.03 0.30 -0.29
O 4.9596 -1.0566 4.5480 0.03 0.27 0.20
O 0.7087 4.4093 6.6106 -0.13 -0.21 -0.24
O -2.2201 5.5690 -5.1746 -0.14 0.10 0.04
O 4.0159 -2.2443 -2.5072 0.38 -0.10 0.31
O 4.8461 1.3811 3.9480 -0.05 0.05 0.11
O 3.0044 3.4538 6.6181 -0.20 -0.06 -0.05
O -5.1894 -2.1087 -0.6033 0.26 0.38 -0.21
O 1.4568 -0.4934 0.1059 0.48 0.06 0.19
O 0.7232 4.6998 0.0005 0.16 0.04 0.06
O -4.1457 0.0237 0.2898 -0.07 -0.10 -0.41
O 1.8946 1.3127 -4.9157 -0.24 0.45 0.00
O -1.5991 -0.7916 2.8505 -0.11 0.09 -0.01
O -2.0483 -2.2919 -5.1168 -0.31 -0.06 0.30
C 0.3011 -0.1578 -0.0614 0.62 -0.46 0.43
C 2.2576 3.2463 -3.0000 0.27 -0.31 0.06
C 1.2982 2.4882 4.8008 0.58 0.29 0.72
C 2.1800 -3.4822 -1.0805 0.01 0.75 -0.15
C -1.8728 -5.8116 3.5444 0.29 0.00 0.21
C -0.6783 -1.1750 -0.5838 -0.73 0.84 0.71
C -0.3577 -4.4261 2.0094 -0.90 0.01 -0.82
C 2.1623 -5.2439 -2.7807 -0.05 0.41 -0.29
C -1.2661 -1.3729 -5.0588 0.31 -0.24 -0.59
C -0.1543 1.2487 0.2298 0.23 -0.73 -0.02
C -2.2837 -4.0914 -2.0235 -0.20 0.46 -0.27
C 6.1062 -0.0295 1.1390 0.62 1.13 0.31
C -3.3453 -5.3962 -4.0054 0.39 0.79 -0.36
C -6.7124 -0.5701 0.9307 0.50 0.02 -0.31
C -1.1336 -0.8210 3.9687 -0.06 0.00 -0.13
C 3.6515 -4.8875 -2.7985 0.24 -0.72 0.80
C 3.9193 -0.3867 2.1909 -0.48 1.19 0.42
C -1.7948 3.8658 -2.2364 -0.17 0.37 0.72
C 3.4209 1.6282 -1.5363 0.22 0.26 0.15
C -6.8553 -1.0559 2.3695 -0.50 -0.31 -0.21
C 1.1167 3.1625 3.4518 -0.37 -1.37 -0.34
C 3.5588 2.9807 -2.2522 -0.08 0.25 -0.14
C -2.6432 2.7457 -2.8281 -0.01 -0.67 0.36
C 2.2697 4.1326 3.2775 0.02 0.87 0.26
C -2.5849 5.1276 -2.5422 -0.16 0.08 -0.50
C 2.2999 5.0031 4.5377 -0.92 -1.12 0.58
C 1.6748 -4.8800 -1.3867 -0.17 0.13 0.58
C -1.7026 -5.0843 2.2362 0.00 -0.49 0.21
C 0.1879 -1.5987 -4.6915 -0.41 0.45 -0.43
C -2.8519 3.1201 -4.2890 0.13 0.43 -0.38
C -2.1042 -4.9201 -3.2730 -0.19 -0.90 0.37
C -1.7430 -0.0369 5.1172 0.38 -0.61 -0.36
C 4.7493 -0.6889 0.9569 0.02 -1.10 0.19
C 0.5740 7.0657 -0.1905 -0.15 -0.25 0.20
C 0.1668 5.7167 0.3594 0.20 0.05 -0.37
C 6.5569 -0.1730 2.5945 -0.35 -0.74 0.23
C -1.6354 0.0289 -5.5039 -0.86 -0.70 1.23
C 2.8553 0.6547 -2.5451 0.38 -0.13 -0.69
C -1.0081 5.6103 1.3020 0.14 -0.40 0.19
C -6.0355 -2.3430 2.4807 -0.21 -0.88 0.43
C -4.6543 -2.0114 1.9756 0.52 0.89 -0.74
C 0.0832 -1.6718 4.2539 0.22 0.35 -0.28
H -0.7085 1.2815 1.1712 -0.60 -0.23 -0.35
H 2.1044 -5.5476 -0.6316 -0.03 -0.15 -0.13
H 0.3874 -1.3286 -3.6537 0.00 -0.05 0.03
H -1.6459 0.6234 -4.5846 0.65 0.33 -0.23
H -1.6467 -0.9218 -0.1444 -0.22 -0.13 -0.30
H 4.8674 -1.7736 0.8764 0.19 0.05 0.04
H -7.8987 -1.3013 2.5707 -0.03 0.23 0.09
H 0.4463 -2.6325 -4.9019 0.08 -0.04 0.16
H -3.9162 -2.7436 1.6469 -0.49 -0.57 0.19
H -1.0256 -6.4819 3.7075 -0.06 -0.03 0.00
H -0.3623 7.5727 -0.4286 0.27 0.39 -0.16
H 3.3671 0.5520 2.0810 -0.03 -0.08 -0.16
H -0.9342 0.3790 -6.2523 -0.09 0.37 0.01
H -0.7448 5.9300 2.3141 0.12 0.09 -0.06
H 0.6013 -1.8453 3.3121 -0.03 -0.04 -0.01
H -2.1441 1.7890 -2.6702 0.09 -0.02 -0.44
H -0.1852 -4.3571 0.9334 0.09 -0.19 0.03
H 0.7314 -0.8986 -5.3275 0.48 -0.21 0.20
H -1.2221 4.5418 1.3272 -0.29 0.08 0.18
H 2.4146 -0.2774 -2.2041 -0.26 0.24 0.36
H -3.5154 5.0881 -1.9752 0.02 0.19 0.05
H -0.2144 -2.6419 4.6543 0.03 0.07 0.25
H 1.2271 6.9485 -1.0517 -0.23 -0.12 -0.17
H -4.1838 -4.7685 -3.7142 -0.27 -0.35 -0.03
H -6.7896 0.5014 0.7658 0.06 0.04 0.16
H 3.2267 3.6187 3.1825 -0.09 -0.11 -0.23
H -3.5004 -6.4585 -3.8268 -0.14 0.03 0.30
H -1.8138 -3.1210 -2.1966 0.10 -0.05 0.03
H 0.4839 1.9566 5.2873 -0.34 0.29 -0.24
H 3.6557 0.3350 -3.2158 -0.21 0.19 -0.31
H -1.8467 -5.0899 4.3669 -0.06 -0.02 -0.01
H -2.5174 -0.6665 5.5615 0.01 0.04 0.12
H -0.7762 3.8394 -2.6230 -0.11 0.17 -0.26
H -6.5018 -3.1431 1.8978 0.08 0.21 -0.34
H -6.0759 -2.7551 3.4916 0.36 0.30 0.12
H 1.6045 -4.6780 -3.5285 -0.02 0.02 0.05
H -2.1084 6.0976 -2.4172 0.16 -0.07 -0.09
H 1.6983 -2.6810 -1.6465 -0.24 -0.30 -0.20
H 1.1470 2.3596 2.7092 0.04 0.24 -0.21
H -4.1177 -1.3342 2.6428 -0.16 0.20 -0.07
H -0.9541 0.1252 5.8485 -0.28 0.29 0.24
H 3.7370 3.7830 -1.5354 0.00 -0.01 -0.01
H -2.8013 -6.3730 3.5643 -0.07 0.07 -0.01
H 2.7683 1.6618 -0.6621 0.09 0.27 0.04
H -1.7993 -4.5786 -1.1786 0.01 -0.02 0.01
H 1.5693 3.6309 -2.2476 -0.43 0.05 -0.45
H -3.6901 2.7177 -4.8540 -0.14 -0.24 0.38
H 0.5902 -4.9378 -1.2954 0.01 -0.01 -0.16
H 4.1642 -5.6784 -2.2430 0.20 0.08 -0.12
H 6.8885 -0.3945 0.4751 -0.18 -0.18 -0.10
H 6.8919 -1.1908 2.8053 0.03 0.03 0.01
H -2.2065 0.8753 4.7540 0.07 0.09 0.04
H 7.3129 0.5282 2.9348 -0.10 0.15 -0.04
H 2.0696 4.7834 2.4263 0.34 -0.20 -0.22
H -3.1823 -5.2886 -5.0784 0.05 0.05 0.02
H -1.8923 6.1765 1.0125 0.11 0.07 -0.20
H -1.9496 2.9375 -4.8729 0.09 0.15 0.06
H -3.5846 2.6338 -2.2838 -0.10 0.32 -0.11
H -0.4998 -3.3909 2.3218 0.43 -0.04 0.36
H 4.2409 -0.4067 0.0388 -0.02 0.22 0.08
H -0.7329 1.4713 -0.6671 -0.25 0.84 0.37
H 0.4338 -4.9833 2.4983 0.20 0.38 0.21
H 1.9778 -6.2968 -2.9847 0.18 -0.02 -0.09
H -0.4217 -2.1757 -0.2499 0.26 -0.04 -0.27
H 0.7765 -1.1627 4.9236 -0.09 -0.20 0.23
H -0.7468 -1.0792 -1.6680 -0.02 -0.13 -0.03
H -2.6887 0.0180 -5.7835 0.18 -0.03 -0.62
H 1.1486 7.6560 0.5261 -0.30 -0.01 0.26
H -3.3264 -3.8916 -1.7838 0.00 -0.10 0.07
H 1.4503 5.6853 4.5434 0.33 0.41 -0.05
H 4.1514 -4.7696 -3.7545 -0.18 0.32 -0.07
H 0.6993 1.8971 0.4166 0.06 0.09 -0.58
H 3.2522 5.4323 4.8241 -0.01 0.21 -0.11
H 2.3553 3.8587 -3.8924 -0.12 0.19 0.11
H 2.1325 -3.1371 -0.0484 0.27 -0.29 0.10
H 3.2030 -1.1320 2.5250 0.20 -0.25 -0.11
H -6.5328 -0.3023 3.0868 0.12 -0.01 0.00
H 4.4009 2.9849 -2.9482 0.03 -0.25 0.07
H 0.1361 3.6279 3.3376 0.08 0.22 0.21
H -1.7045 3.8121 -1.1486 0.03 -0.36 -0.05
H 6.0505 1.0553 0.9785 -0.22 -0.09 -0.29
H -7.4026 -1.0770 0.2597 0.05 -0.08 -0.01
H 4.4331 1.3796 -1.2177 -0.17 -0.47 0.14
H 2.1547 1.8092 4.7818 0.08 0.12 -0.08
```
Forces are in eV/Å.

Atomic partial charges in e from the Mulliken method, atoms 1 to 4: S 1.02; S 1.18; S 1.15; S 1.21

=====

Entry 2:
The following is a quantum chemistry calculation of a cluster of 12 separate species, C42H86O24S in total in a non-equilibrium geometry, from the OMol25 dataset.

As for the SMILES: CCOS(C)(=O)=O.COC(=O)OC.COC(=O)OC.COC(=O)OC.COC(=O)OC.COC(=O)OC.C1CCOC1.C1CCOC1.C1CCOC1.C1CCOC1.C1CCOC1.C1CCOC1. The charge is 0. For the total energy, the calculation gives -3855.75258 a.u. Its maximum force is 2.2 eV Å⁻¹. The value obtained for the energy relative to the best compared isomer or geometry (same formula, charge and spin) is 0.0 kcal/mol. The HOMO-LUMO gap is 9.65 eV. The spin multiplicity is 1.

XYZ file:
```
153
Properties=species:S:1:pos:R:3:forces:R:3
S -0.4854 -3.0946 -2.0771 -1.28 0.94 -0.18
O -6.9851 -3.8713 -7.7825 -0.17 0.02 0.30
O 1.2718 -4.8890 -8.3417 -0.14 -0.83 -0.56
O -0.7444 -8.0821 -5.4792 0.51 0.35 0.05
O -1.8424 -3.4148 -1.3502 0.18 -0.73 0.39
O -0.7898 -3.0285 -3.4766 0.63 -0.28 -0.31
O -4.0809 -9.7708 -9.8391 -0.22 -0.08 0.05
O -1.4197 -11.4950 -2.7432 -0.32 -0.13 0.14
O -4.7912 -0.9701 -5.5567 1.03 0.04 -0.04
O -6.5666 -0.0016 -4.7381 -0.81 1.35 0.64
O -2.1281 -10.8865 -9.8982 0.66 -0.42 0.23
O -2.3192 -12.2898 -6.2318 -0.09 -0.17 0.39
O -0.7889 -6.1715 0.3666 -0.03 0.18 0.39
O 1.6711 -5.0648 -6.2642 -0.12 -0.96 0.82
O -3.0340 -6.4630 0.3363 -0.64 0.36 0.48
O -3.0523 -9.9449 -11.7126 -0.44 0.32 -0.02
O -1.6719 -4.5838 -9.9521 0.48 0.05 0.31
O 3.2204 -10.4838 -6.7799 -0.28 0.01 -0.46
O 1.5214 -3.0235 -7.1338 0.14 2.16 0.08
O -2.1513 -11.7510 -0.7302 -0.26 0.11 -0.53
O -6.6519 -2.1392 -5.3776 -0.27 -0.84 -0.11
O -6.3291 -7.4639 -2.7496 0.31 0.15 0.13
O 0.5089 -3.9479 -1.5388 0.73 -0.42 0.00
O -1.7500 -7.3154 -1.2306 0.23 -0.38 -0.50
O -0.3886 -10.3932 -1.0704 0.32 0.76 0.29
C -7.5011 -2.9071 -8.6669 -0.24 1.22 -0.18
C 3.7968 -8.2275 -6.9846 -0.37 0.28 -0.72
C -6.4859 -4.9699 -8.5209 0.41 -0.51 0.19
C -1.3382 -12.5530 -7.2219 0.62 0.80 -0.33
C 4.3246 -9.6080 -6.6035 0.02 0.02 -0.12
C -2.4766 -13.4685 -5.3873 0.10 0.53 -1.28
C 2.2919 -8.2891 -6.6747 -0.33 -0.43 -0.01
C -2.2901 -3.3500 -10.3168 -1.09 -0.03 -0.12
C -5.1641 -9.0923 -3.9694 -0.28 -0.20 -0.24
C -2.5977 -4.8998 -12.0303 -0.47 -0.28 0.06
C -6.8415 -4.7077 -9.9868 0.52 -0.33 0.40
C -6.0650 -0.9714 -5.1930 0.31 -0.47 -0.17
C -6.8564 -3.1903 -10.0297 -0.43 0.16 0.97
C 2.0455 -9.7780 -6.3531 1.21 0.02 1.46
C -2.1646 -5.6226 -10.7753 -0.39 -0.63 -0.30
C -2.3729 -6.6454 -6.4029 -0.85 -0.10 -0.41
C -0.7942 -5.2817 1.4781 0.63 0.59 0.37
C -0.2691 -1.4524 -1.4929 0.04 0.26 0.00
C -1.0576 -14.0457 -7.2144 0.14 0.02 0.21
C -4.9925 -7.4269 -2.2176 -0.35 -1.04 0.28
C -1.9436 -6.6153 -0.1236 0.49 -0.15 -0.12
C -0.4242 -7.3722 -1.7979 0.28 -0.18 0.16
C -4.2180 -2.0383 -6.3139 -0.72 -0.01 -0.81
C -1.2491 -11.1126 -1.4794 -0.05 -0.88 -0.35
C -4.2544 -8.6400 -2.8401 0.28 0.31 0.42
C -1.4812 -6.8850 -5.1874 0.00 0.26 -0.01
C -2.4630 -8.0422 -7.0237 0.63 -0.28 -0.17
C -2.1698 -11.3331 0.6183 0.38 -0.17 0.83
C -1.0196 -8.4877 -6.8217 -0.03 0.08 0.22
C -1.8594 -10.1707 -12.4239 0.83 0.14 -0.58
C -4.4467 -10.3042 -8.5599 -0.64 -0.31 -0.03
C -3.7529 -2.4696 -2.4365 -0.78 0.02 -0.83
C -3.3089 -3.7112 -11.4121 0.62 0.70 -0.54
C 1.4953 -4.1998 -7.2329 -0.15 -0.81 -0.52
C 1.8442 -4.5333 -4.9523 0.78 0.39 0.18
C -6.5433 -8.6868 -3.4387 0.15 0.28 -0.24
C -3.0027 -10.2696 -10.4271 -0.50 0.26 0.00
C -0.8299 -10.6867 -3.7518 0.18 0.83 -0.35
C -3.0106 -3.7587 -2.1476 -0.16 0.66 0.28
C 1.3715 -4.2428 -9.5949 -0.15 0.31 -0.88
C -8.0823 -2.1989 -5.2841 -0.26 0.24 -0.09
C -1.3079 -14.3846 -5.7377 0.03 -0.03 0.11
H -2.0076 -9.7639 -13.4205 -0.15 -0.04 -0.01
H -0.9778 -0.8349 -2.0389 -0.02 0.01 0.01
H -8.6035 -2.8918 -8.7072 0.10 -0.58 -0.10
H -3.6393 -10.7718 -8.0027 0.23 0.22 -0.14
H 0.1108 -5.5033 2.0430 -0.04 -0.10 -0.05
H -2.0096 -7.0840 -4.2499 -0.33 0.11 -0.21
H -1.4184 -6.3945 -10.9781 0.32 0.26 0.28
H 4.7092 -9.6826 -5.5763 -0.12 0.17 -0.02
H -0.5068 -1.4292 -0.4331 0.17 -0.02 0.05
H -3.1892 -1.7727 -6.5315 0.12 0.00 0.43
H -4.5504 -6.4536 -2.4128 0.04 0.04 -0.19
H -8.4313 -2.7271 -4.3974 0.45 -0.15 0.04
H -1.9292 -5.9881 -7.1588 0.30 0.03 0.31
H -3.2291 -8.4150 -3.1306 -0.11 0.13 -0.19
H -5.0496 -7.5812 -1.1374 0.10 0.32 -0.01
H -4.8892 -9.4788 -8.0240 0.09 0.19 0.29
H -2.7294 -8.0661 -8.0802 -0.20 0.15 0.03
H -0.4129 -11.9892 -6.9871 -0.04 -0.34 0.34
H -4.1554 -2.4299 -3.4530 0.02 -0.31 0.05
H -6.0697 -5.1521 -10.6147 -0.35 -0.14 -0.29
H 1.1281 -3.7532 -4.7165 -0.26 -0.18 -0.07
H -4.9483 -8.5753 -4.9094 0.01 0.12 0.12
H -3.0950 -8.7307 -6.4589 -0.16 0.16 -0.01
H -5.2406 -11.0424 -8.7116 0.17 -0.02 -0.10
H -3.3978 -13.9294 -5.7626 -0.10 -0.13 0.63
H -0.4005 -14.1737 -5.1657 -0.18 0.12 0.14
H 2.0269 -9.8918 -5.2534 -0.24 0.13 -0.12
H -1.6077 -11.2262 -12.4992 -0.07 -0.06 0.14
H -1.2394 -11.6205 1.1120 0.02 0.12 -0.02
H -0.3288 -8.0027 -7.5224 -0.21 0.18 0.01
H 0.0953 -10.1950 -3.4524 0.14 -0.45 0.24
H -0.4782 -8.0491 -2.6428 -0.25 0.25 -0.26
H -1.5531 -2.6352 -10.6816 0.16 0.01 0.13
H -3.2205 -5.4412 -12.7429 0.14 -0.24 0.14
H -6.9602 -9.4731 -2.7929 0.08 0.16 0.13
H -0.0222 -14.2176 -7.5063 -0.06 -0.21 -0.06
H -4.3274 -3.0017 -5.8232 0.18 0.01 0.14
H 1.1213 -4.9754 -10.3619 0.19 -0.29 0.28
H -6.8964 -5.8932 -8.1099 -0.32 -0.04 -0.17
H -3.5820 -4.3837 -1.4680 0.02 -0.28 -0.18
H -0.1080 -6.3642 -2.0576 0.07 -0.09 -0.19
H -0.8255 -9.5564 -6.8889 -0.33 -0.09 0.08
H -0.8639 -5.9944 -4.9977 0.38 -0.41 -0.13
H 4.2834 -7.3460 -6.5690 0.12 -0.26 0.41
H -4.6164 -2.3844 -1.7807 0.15 0.37 0.20
H -0.6963 -4.2539 1.1235 -0.14 -0.10 -0.18
H -1.0285 -9.6304 -11.9651 -0.02 -0.14 0.08
H 1.1562 -10.2837 -6.7081 0.05 0.14 -0.56
H -3.4759 -2.9455 -12.1749 0.13 0.24 0.33
H 2.8427 -4.0941 -4.8633 -0.04 -0.01 -0.11
H -1.4980 -9.8650 -4.0135 -0.21 -0.21 -0.05
H -7.8316 -5.1246 -10.1676 0.06 -0.01 -0.38
H -8.5197 -1.2020 -5.2452 0.21 0.04 -0.14
H 0.3039 -7.8269 -1.1262 -0.23 0.16 0.24
H -7.4240 -2.7298 -10.8330 0.15 -0.08 -0.20
H -3.1162 -1.5883 -2.4003 0.02 -0.07 0.36
H 0.7406 -1.1073 -1.6940 0.10 -0.10 0.04
H -3.3460 -6.1962 -6.1731 0.10 -0.20 0.22
H -5.8399 -2.7970 -9.9719 0.01 0.04 -0.34
H -2.9812 -11.8585 1.1099 -0.17 0.02 -0.15
H -5.4025 -5.0724 -8.3440 -0.04 0.34 -0.23
H 3.9029 -8.1029 -8.0672 0.08 -0.14 0.06
H -2.9999 -6.1247 -10.2696 -0.12 0.01 -0.10
H -1.5853 -15.4238 -5.5582 0.13 -0.03 -0.09
H 0.6429 -3.4509 -9.7772 0.13 0.15 0.64
H -7.2832 -8.4322 -4.1976 0.03 -0.35 -0.19
H -2.8279 -2.9529 -9.4532 0.33 0.18 0.14
H -1.6381 -5.3277 2.1614 -0.31 -0.47 -0.39
H -2.7229 -4.2874 -3.0525 0.11 -0.11 0.16
H -7.2712 -1.9069 -8.2757 0.31 -0.14 -0.06
H -4.7316 -2.0940 -7.2824 -0.03 -0.15 0.17
H -2.5380 -13.1190 -4.3622 -0.10 -0.24 0.14
H -8.3918 -2.7309 -6.1764 -0.17 -0.08 0.07
H 2.0143 -7.6676 -5.8285 -0.07 0.01 0.00
H 1.6940 -7.9737 -7.5250 0.12 0.17 -0.05
H 2.3840 -3.8801 -9.7783 -0.03 0.07 0.18
H -5.0761 -10.1640 -4.1636 -0.07 0.05 0.02
H -4.2791 -3.9273 -10.9732 0.01 -0.43 -0.04
H 5.1079 -9.9228 -7.2942 0.03 -0.14 0.16
H -0.6816 -11.3105 -4.6245 0.01 -0.08 -0.02
H -1.6771 -4.5646 -12.5150 -0.16 0.08 -0.26
H -4.1560 -9.4198 -2.0791 -0.16 -0.04 -0.09
H -2.2948 -10.2568 0.7003 -0.07 0.07 -0.03
H 1.8028 -5.3691 -4.2614 -0.30 -0.07 -0.04
H -1.6285 -12.0854 -8.1637 -0.37 -0.54 -0.03
H -1.7133 -14.6297 -7.8618 -0.08 0.18 -0.08
```
Forces are in eV/Å.

Atomic partial charges in e from the Mulliken method, atoms 1 to 4: S 1.23; O -0.26; O -0.12; O 0.30

=====

Question: What is the charge in the first record?
Answer: 0